# 1
The following is a quantum chemistry calculation of C11H14BF3N6Pd as an isolated structure at a distorted geometry, from the Open Molecules 2025 dataset.

The spin multiplicity is 3. The expectation value of S² is 2.01. Its energy above the lowest of the compared OMol25 structures with the same formula, charge and spin is 4.478 eV. Its HOMO energy (alpha / beta) is -0.2312 / -0.3401 hartree. The calculation puts the HOMO-LUMO gap (alpha / beta) at 7.0 / 6.0 eV.

The geometry in XYZ format:
```
36
Properties=species:S:1:pos:R:3:forces:R:3
H 0.09277 2.06876 -2.35403 0.059 -0.030 0.015
C -3.16062 -0.58940 -1.80562 -0.269 0.270 -0.371
H 0.30226 4.00072 -0.43794 0.017 -0.324 0.368
H 2.19668 0.69459 -3.32361 0.196 0.370 -0.602
N -1.36270 -0.60455 -0.52952 -1.343 0.884 -1.810
H -2.42266 1.19399 -2.99420 -0.069 -0.216 0.168
H 0.49284 1.55595 3.16289 -0.068 -0.340 -0.223
N 1.32678 -0.79403 -0.61552 3.961 -0.135 -3.503
C 2.35934 -1.61664 -0.97800 -1.370 1.828 -0.442
C -1.44669 -0.79816 2.23775 -0.206 0.298 0.288
H 3.68050 -1.52214 -2.74059 0.454 -0.273 -0.201
Pd 0.06333 -1.04703 0.79971 -3.806 0.532 3.204
C 0.32420 3.20991 0.31245 0.012 -0.801 0.521
H 0.63908 -2.59121 2.64025 0.184 0.341 -0.227
N 1.21975 0.21039 -1.55533 0.529 -1.197 0.379
N 0.20874 1.91177 -0.05049 0.296 0.021 0.913
N 0.28319 1.10612 1.07131 0.023 2.283 -0.732
F -2.21346 0.28521 1.87949 0.086 -0.887 0.726
F -2.27438 -1.89610 2.25692 0.355 0.739 0.152
B 0.08009 1.26981 -1.46793 -0.315 -0.823 1.295
H 2.06600 -2.35115 1.50307 -1.307 0.947 1.464
C 0.42375 1.89850 2.14178 0.019 0.905 -1.415
H 1.58437 -1.08526 2.81489 -0.101 -0.462 -0.319
H 2.65466 -2.47424 -0.38815 -0.230 0.205 -0.134
H -2.87749 -2.07351 -0.15792 0.355 0.135 0.035
N -1.23967 0.43537 -1.42523 -0.523 -1.084 0.402
C 2.14782 0.02121 -2.50871 -0.084 -1.314 1.551
C 2.88101 -1.12706 -2.16298 -0.078 0.807 -0.704
H 0.58531 4.12989 2.29569 -0.026 -0.139 0.041
F -1.04346 -0.58606 3.52161 -0.442 -0.057 -0.332
C -2.33085 0.45186 -2.20918 0.084 -0.395 0.365
C 1.19811 -1.81436 2.06958 3.507 -1.992 1.299
C -2.52399 -1.23542 -0.74137 0.472 1.326 -0.969
C 0.46515 3.23907 1.69831 -0.020 0.161 -0.191
H -4.10911 -0.83732 -2.24047 -0.150 -0.051 -0.021
H -0.27062 -2.63946 0.28111 -0.197 -1.533 -0.989
```
Forces are in eV/Å.


# 2
The following is a quantum chemistry calculation of C10H22B2Br2NNiO3 as an isolated structure at a distorted geometry, from the Open Molecules 2025 dataset.

The spin multiplicity is 3. As for the charge: +1. The expectation value of S² is 2.01. Its HOMO energy (alpha / beta) is -0.4393 / -0.4351 hartree. The calculation puts the HOMO-LUMO gap (alpha / beta) at 6.1 / 6.0 eV.

The geometry in XYZ format:
```
41
Properties=species:S:1:pos:R:3:forces:R:3
H 5.04709 1.53823 -0.87109 0.018 -0.202 -0.187
C 4.20628 0.98370 -0.44935 0.398 0.842 1.207
C -0.25393 -2.69202 -0.14625 -1.194 0.155 -0.505
H -2.28070 -0.94165 2.84151 0.016 -0.117 0.017
H -1.95898 -2.17932 -1.28734 -0.115 0.109 0.130
H 1.08976 1.85060 -1.56434 -0.440 -0.217 0.212
H -4.96358 2.28325 0.11378 -0.149 -0.074 0.057
H 4.12520 0.05982 -1.01874 -0.257 -0.007 0.023
C 4.55663 0.75599 1.05370 -0.404 0.262 -0.593
H -0.72680 -1.01373 3.28066 0.134 -0.401 -0.117
H 4.84583 -0.26547 1.29200 0.152 0.063 0.037
H 5.34022 1.46101 1.32839 0.155 -0.239 0.163
B -1.05382 0.04130 1.59593 -1.729 -0.325 2.608
H 2.80663 2.52811 0.29566 0.167 0.039 0.016
C -1.14335 0.26862 -1.13461 -1.282 0.138 0.769
C 1.65421 1.16842 -0.92124 1.276 0.889 0.208
H -4.24146 0.82149 0.89457 -0.162 0.383 0.244
B -0.13146 -0.12701 0.07704 2.966 0.688 -1.967
H 3.68591 1.03369 1.64867 0.010 -0.323 0.161
Br 2.36131 -1.95522 0.35207 -0.477 0.780 0.045
H -3.52584 1.48448 -1.93095 0.463 0.088 -0.108
Br 0.55143 -4.49229 -0.17174 0.208 -0.792 0.160
O -2.51041 0.20561 -0.62063 0.508 -0.019 -0.536
H -2.70793 2.28268 -0.52736 0.314 -0.072 -0.308
H -1.20145 1.90752 1.32103 -0.222 0.274 0.434
C 2.97505 1.90081 -0.57856 -0.412 -0.752 -1.222
C -1.72985 -2.68193 -0.34689 -0.192 -0.960 -0.501
C -3.24061 1.39046 -0.87874 -1.443 -0.053 0.789
C 0.48724 -1.61798 0.04565 1.164 -1.063 0.654
O 0.96852 0.79732 0.27374 -0.903 -0.595 -0.223
H -2.10691 -3.69915 -0.44482 -0.047 0.032 0.054
H -1.01836 1.29661 -1.47911 0.493 -0.029 0.084
N -1.34273 -1.09314 2.47175 0.102 0.562 -0.413
H -2.27545 -2.21816 0.47131 0.248 0.172 0.032
H 3.15506 2.54416 -1.44574 -0.062 0.212 0.176
O -1.47414 1.25984 1.99495 0.800 0.228 -1.505
H -5.23423 0.61142 -0.50935 -0.164 0.222 -0.092
C -4.53013 1.29975 -0.04294 0.718 -0.656 -0.309
H 1.93057 0.28062 -1.50470 -0.332 -0.060 0.021
Ni 0.88980 -6.70136 -1.46382 -0.259 0.856 0.211
H -1.02462 -0.37703 -2.01414 -0.066 -0.038 0.077
```
Forces are in eV/Å.


# 3
The following is a quantum chemistry calculation of C47H52Cl2CsN8OPSe2 as an isolated structure at a distorted geometry, from the Open Molecules 2025 dataset.

As for the charge: -2. Its energy above the lowest of the compared OMol25 structures with the same formula, charge and spin is 0.000 eV. Its HOMO energy is -0.0542 hartree. The calculation puts the HOMO-LUMO gap at 5.1 eV.

The geometry in XYZ format:
```
114
Properties=species:S:1:pos:R:3:forces:R:3
H -0.88773 6.77367 -0.16739 -0.020 -0.009 0.013
C -4.59226 -0.43272 -3.05999 0.036 -0.020 0.139
C 3.45957 0.62573 -6.58660 -0.146 -0.135 -0.069
H 4.84579 -2.31380 4.15415 0.009 0.010 -0.026
C -0.42157 3.53564 -0.58405 0.199 -0.087 0.192
C 1.12315 -4.04444 4.27470 0.008 0.017 -0.059
C -0.53999 5.96900 -0.82367 -0.018 -0.012 0.050
H 1.39480 -5.79820 -1.77014 0.002 0.012 -0.016
C 2.10576 -1.87872 5.71508 0.025 -0.021 -0.051
H -4.48691 -1.20480 2.13085 0.007 -0.001 -0.013
N -0.75226 2.48089 -1.23370 -0.162 -0.005 -0.151
C -3.01212 0.56978 -1.50481 0.171 0.240 0.064
C -1.26721 3.34355 -3.39918 -0.096 0.096 -0.162
C -5.06069 1.60675 0.38649 0.003 -0.025 0.068
C -1.99458 3.32466 -4.60340 0.148 0.097 0.112
Cl 3.87987 0.76424 -8.29161 -0.059 -0.013 0.129
C 7.14255 0.03879 4.96854 -0.044 0.020 -0.022
C 3.92507 1.19115 -4.29349 0.109 0.096 -0.150
H 5.04951 1.88948 -5.97771 -0.003 0.011 0.022
H -3.09112 5.41613 -0.09265 0.006 0.009 0.006
H 1.44636 1.97907 -0.98284 0.190 -0.134 -0.099
H -0.96890 -1.24057 0.67013 0.032 -0.125 0.044
H 1.77047 1.81922 0.76011 -0.047 -0.004 -0.014
H -4.39942 2.39806 0.04565 0.013 -0.010 -0.025
N 1.05719 -1.05816 -4.33603 0.285 0.211 -0.213
H 1.69737 -2.93000 2.52278 -0.006 -0.041 -0.002
C 2.87199 0.41681 -3.76852 -0.080 -0.100 0.172
H -2.98032 3.69205 -0.47920 0.029 -0.012 0.003
N -1.17508 4.71431 -0.48050 -0.103 0.074 -0.145
H -0.08903 -2.27077 -7.24126 -0.008 0.014 0.006
H -3.46939 0.57334 3.42987 0.015 0.012 -0.005
C 5.26822 -1.33467 4.34846 -0.040 0.000 0.022
C -2.45819 -3.71252 1.95101 -0.052 -0.054 0.011
H 4.39864 1.92730 4.29395 0.015 -0.001 -0.017
H 0.53846 5.88051 -0.71723 -0.007 -0.006 -0.005
C 1.67083 -2.95130 3.60559 -0.036 0.034 0.113
C 2.16401 -1.86459 4.31959 -0.152 -0.065 0.019
C 1.55070 -0.91528 -7.06667 0.101 0.078 -0.071
Se 3.04279 -0.85606 1.37953 0.371 0.282 0.428
H -5.55174 1.17220 -0.49043 -0.024 -0.025 -0.029
H -5.72634 -0.90448 0.90116 -0.004 -0.011 -0.018
H -5.31654 -1.21348 -3.26251 0.000 -0.005 0.013
N 0.74014 3.56250 0.13844 0.037 -0.128 -0.083
C 1.58312 -2.97535 6.38092 -0.009 -0.005 -0.046
Cl 4.93445 2.06754 -3.16636 -0.066 -0.062 -0.112
C 2.07606 -0.27975 -4.79518 -0.081 -0.119 0.101
C -3.32863 1.49966 -3.76056 0.010 0.028 -0.044
C -1.39208 -5.98019 1.22635 0.176 0.031 -0.196
C -0.41087 -6.30816 0.24279 -0.127 0.138 0.181
H -0.46594 -2.34560 -4.77275 -0.003 0.018 -0.005
N -2.37976 0.56779 -0.27547 -0.166 0.024 -0.127
H 1.02293 3.53951 2.20813 0.005 -0.008 0.018
C 6.59107 -1.21791 4.74652 -0.034 0.029 0.005
C -2.97878 0.36381 0.84545 0.164 -0.110 0.101
H -5.80793 -0.06999 2.46497 -0.003 0.030 0.003
N -0.77185 -4.06154 0.17006 0.189 -0.051 -0.078
C -5.12466 -0.44019 1.69393 0.016 0.049 0.013
H -0.24702 0.24610 1.35029 0.011 -0.020 0.023
H 1.73621 4.93231 1.38277 0.006 0.017 0.009
H 0.52384 -4.34921 -2.29820 0.062 -0.002 0.001
C -3.00619 2.43219 -4.78383 -0.094 -0.124 0.083
C 1.72747 2.51162 -0.08470 -0.087 0.121 0.061
C 4.47401 -0.20014 4.17977 0.109 -0.044 -0.191
H -1.90396 -6.65372 1.90268 0.000 -0.003 -0.009
H -1.75316 1.03509 3.53652 0.019 0.003 0.010
H 2.45643 -1.01554 6.27002 0.002 -0.014 0.001
H -3.55960 2.39365 -5.71494 0.010 -0.019 -0.003
H -5.82649 2.05255 1.02880 0.006 0.007 0.011
C -3.93243 -0.41108 -1.81857 -0.148 -0.081 -0.123
H 0.00039 -7.28389 0.01471 -0.015 0.000 -0.002
C 0.95593 -4.85835 -1.42801 -0.110 -0.058 0.135
H -0.50704 -1.18421 2.37222 -0.041 0.033 0.017
H 1.74303 -0.85683 -8.13032 0.011 -0.001 0.011
C -0.91184 -0.60141 1.54440 0.075 -0.055 0.142
C -4.32642 0.51804 -4.00066 0.078 0.074 0.023
H 6.78051 2.15395 4.97849 -0.009 -0.006 -0.008
H -4.83821 0.51999 -4.95599 0.018 -0.008 -0.009
H 7.19747 -2.10745 4.87106 -0.013 0.004 -0.005
H -2.85421 4.88605 -1.77490 -0.009 0.006 -0.036
C -2.63187 1.52650 -2.52029 0.038 0.008 0.047
H 0.66028 -4.90907 6.18123 0.008 0.000 -0.001
H -2.24073 -0.61795 3.90866 -0.021 -0.023 0.023
O 2.61766 0.28857 -2.54053 0.862 0.932 -1.152
H -0.42513 4.01508 -3.27971 0.007 -0.001 -0.034
H 1.54527 -2.98072 7.46445 0.002 0.003 -0.005
C -2.59674 4.67661 -0.73071 0.032 0.022 0.044
C 0.32949 -1.73267 -5.18795 0.010 0.038 -0.080
H -2.61407 -2.76429 1.43227 -0.014 -0.051 -0.010
P 2.79244 -0.37236 3.45180 -0.114 -0.213 0.129
H 0.71835 -4.87003 3.70070 -0.016 0.020 -0.039
Se 1.56685 1.28907 4.06546 0.105 0.008 -0.034
H 1.76825 -4.23874 -1.03264 0.094 -0.026 -0.124
C 0.86995 4.26203 1.40252 -0.028 0.034 -0.080
H -4.12798 -1.18179 -1.08156 -0.015 0.007 -0.026
H -1.72585 4.01209 -5.39797 0.004 0.002 0.018
H -3.43751 -4.17027 2.12670 -0.004 -0.011 0.017
H -2.03155 -3.47488 2.93392 0.026 0.009 -0.004
C 5.02643 1.05206 4.41574 0.020 -0.003 0.081
C 2.36810 -0.17940 -6.17919 0.018 0.016 -0.088
C 4.21100 1.28433 -5.65774 0.124 0.148 0.210
C -1.56440 2.49017 -2.35578 -0.063 -0.182 0.177
N -4.31594 0.64149 1.16071 -0.155 -0.075 -0.098
H -0.02384 4.84810 1.60608 0.013 -0.017 0.000
H -0.76716 6.25369 -1.86065 0.003 0.003 -0.013
H 8.18334 0.13274 5.25625 -0.014 0.004 0.027
C -1.56586 -4.60130 1.13126 -0.032 0.071 0.015
C -2.44973 0.23584 3.26293 0.013 0.036 -0.095
N -2.25728 -0.16004 1.87884 0.083 0.083 -0.083
Cs 1.10348 -1.27752 -1.29241 -1.371 -0.961 0.825
C 0.54189 -1.69056 -6.58003 -0.120 -0.083 0.092
H 2.72141 2.94519 -0.21957 -0.007 0.033 0.026
C 6.35686 1.17122 4.80609 -0.068 -0.022 -0.002
C 1.08718 -4.06037 5.65937 0.028 0.086 0.028
C -0.07032 -5.10244 -0.36112 -0.106 0.019 0.072
```
Forces are in eV/Å.


# 4
The following is a quantum chemistry calculation of one molecule with the formula CH2ClFS at a distorted geometry, from the Open Molecules 2025 dataset.

Its SMILES is F[C@@H](S)Cl. Its energy above the lowest of the compared OMol25 structures with the same formula, charge and spin is 0.005 eV. Its HOMO energy is -0.3667 hartree. The calculation puts the HOMO-LUMO gap at 10.7 eV.

The geometry in XYZ format:
```
6
Properties=species:S:1:pos:R:3:forces:R:3
H -0.43875 1.06020 -0.60561 -0.897 0.175 0.189
F -0.61135 0.72302 1.42966 0.333 0.428 -0.807
S 1.44407 -0.17973 0.10860 -0.526 1.015 2.208
H 1.45791 -0.81195 -0.99938 -0.307 -0.913 -1.788
Cl -1.48810 -1.08428 -0.08649 0.456 0.567 -0.403
C -0.36379 0.29275 0.15322 0.941 -1.271 0.600
```
Forces are in eV/Å.


| no. | total energy (eV) |
| --- | --- |
| 1 | -32878.7592 |
| 2 | -200830.5425 |
| 3 | -229130.0537 |
| 4 | -27144.0069 |